Entry 1:
24
Properties=species:S:1:pos:R:3:nbo_charge:R:1 method="wB97M-V/def2-TZVPD" orbital_gap_ev=8.77 multiplicity=1 de_lowest_kj_mol=18.7 charge=+1
C 1.18 -1.21 -1.55 -0.610
C -0.28 -1.19 -1.15 -0.302
S -0.97 -2.59 -0.11 0.207
C -2.00 -1.57 1.00 -0.541
C -1.92 -0.16 0.34 -0.426
C -0.50 -0.01 -0.14 0.037
N 0.48 0.19 0.95 -0.581
C 1.17 1.35 0.78 0.691
N 2.28 1.60 1.47 -0.723
N 0.75 2.05 -0.24 -0.621
C -0.39 1.38 -0.88 0.717
O -1.07 1.85 -1.70 -0.453
H 1.39 -0.25 -2.08 0.205
H 1.42 -1.89 -2.24 0.237
H 1.79 -1.37 -0.65 0.212
H -0.81 -0.98 -2.02 0.231
H -1.61 -1.65 2.13 0.224
H -2.99 -2.08 0.87 0.265
H -2.56 -0.18 -0.59 0.257
H -2.16 0.62 1.02 0.231
H 0.56 -0.43 1.74 0.447
H 2.81 2.45 1.35 0.431
H 2.30 1.16 2.31 0.409
H 1.13 2.92 -0.60 0.454

=====

Entry 2:
133
Properties=species:S:1:pos:R:3:mulliken_charge:R:1 method="wB97M-V/def2-TZVPD" orbital_gap_ev=7.68 multiplicity=1 charge=0
C 7.49 1.62 2.49 0.130
C 6.73 2.36 1.93 -0.837
C 5.82 3.26 1.22 -0.368
C 4.38 3.08 1.75 -0.778
C 3.31 3.45 0.70 -0.564
Si 1.60 2.81 1.23 0.097
N 1.72 2.14 2.87 -0.353
B 0.19 4.28 1.21 0.498
N 0.58 5.71 1.38 -0.722
O -1.16 4.00 1.06 -0.424
P 1.07 1.05 -0.09 -0.512
N -0.66 1.04 -0.02 -0.233
O 1.40 -0.26 0.88 0.277
H 7.94 0.85 3.07 0.482
H 6.17 4.29 1.34 0.325
H 5.82 3.02 0.16 0.288
H 4.24 3.64 2.68 0.305
H 4.27 2.03 2.01 0.317
H 3.28 4.54 0.59 0.285
H 3.58 2.99 -0.25 0.409
H 1.89 2.88 3.55 0.272
H 0.81 1.76 3.13 -0.004
H 1.28 5.75 2.12 0.310
H 1.11 6.02 0.56 0.293
H -1.55 3.76 1.91 0.250
H -1.02 1.97 -0.24 0.116
H -1.01 0.43 -0.75 0.187
H 0.90 -0.17 1.71 0.012
C 4.70 -5.37 1.56 -1.309
C 3.64 -4.76 2.46 -0.022
O 3.43 -3.38 2.24 -0.438
C 3.00 -3.00 0.94 -0.091
C 1.68 -3.62 0.53 -0.810
H 5.65 -4.84 1.68 0.307
H 4.85 -6.42 1.81 0.389
H 4.43 -5.31 0.50 0.395
H 3.96 -4.84 3.50 0.165
H 2.70 -5.31 2.37 0.282
H 3.78 -3.22 0.20 0.288
H 2.89 -1.92 0.97 0.085
H 1.73 -4.71 0.46 0.403
H 1.39 -3.25 -0.45 0.436
H 0.90 -3.36 1.24 -0.124
C -0.83 -3.83 4.91 -1.388
C -0.18 -3.22 3.68 0.020
O -0.55 -1.87 3.44 -0.393
C -0.24 -0.95 4.46 -0.347
C 1.24 -0.87 4.80 -1.041
H -1.91 -3.77 4.84 0.306
H -0.54 -4.88 5.00 0.459
H -0.52 -3.32 5.83 0.292
H -0.50 -3.76 2.79 0.390
H 0.91 -3.31 3.73 0.109
H -0.84 -1.14 5.36 0.414
H -0.58 0.02 4.07 0.259
H 1.61 -1.81 5.21 0.358
H 1.42 -0.09 5.53 0.383
H 1.82 -0.65 3.90 0.217
C -5.38 1.03 -0.05 -0.669
C -4.45 2.20 -0.34 -0.268
O -3.46 1.92 -1.31 -0.305
C -3.94 1.55 -2.59 -0.371
C -4.79 2.61 -3.26 -1.094
H -4.82 0.16 0.27 0.286
H -6.09 1.30 0.74 0.454
H -5.97 0.75 -0.93 -0.155
H -3.90 2.45 0.57 0.197
H -5.02 3.09 -0.62 0.317
H -4.48 0.60 -2.53 0.294
H -3.04 1.37 -3.19 0.350
H -5.70 2.81 -2.70 0.236
H -5.09 2.27 -4.25 0.369
H -4.24 3.55 -3.36 0.345
C -8.27 -2.33 -2.09 -1.139
C -8.45 -0.84 -2.30 -0.341
O -7.51 -0.26 -3.20 -0.388
C -7.52 -0.77 -4.52 -0.400
C -8.84 -0.60 -5.25 -1.108
H -7.26 -2.55 -1.74 0.296
H -8.98 -2.69 -1.35 0.410
H -8.43 -2.89 -3.01 0.276
H -8.29 -0.31 -1.36 0.358
H -9.47 -0.61 -2.62 0.344
H -7.20 -1.82 -4.53 0.324
H -6.74 -0.21 -5.04 0.301
H -9.65 -1.15 -4.77 0.333
H -8.75 -0.96 -6.27 0.396
H -9.13 0.45 -5.27 0.309
C 5.21 -6.97 8.55 -1.003
C 6.31 -7.69 7.80 -0.337
O 5.95 -8.09 6.49 -0.448
C 5.59 -7.05 5.60 -0.244
C 6.69 -6.02 5.37 -0.950
H 4.31 -7.58 8.60 0.280
H 5.53 -6.74 9.57 0.383
H 4.94 -6.02 8.07 0.259
H 6.55 -8.62 8.32 0.342
H 7.22 -7.09 7.78 0.288
H 4.67 -6.56 5.94 0.301
H 5.35 -7.54 4.65 0.236
H 6.96 -5.50 6.28 0.293
H 6.37 -5.28 4.64 0.309
H 7.59 -6.51 4.99 0.294
C -8.47 3.07 -9.22 -1.280
C -8.86 2.17 -8.07 -0.139
O -9.88 2.69 -7.24 -0.403
C -11.13 2.94 -7.87 -0.319
C -11.77 1.71 -8.49 -1.035
H -8.16 4.05 -8.85 0.311
H -7.64 2.63 -9.78 0.407
H -9.30 3.23 -9.92 0.294
H -8.00 2.03 -7.41 0.321
H -9.13 1.17 -8.43 0.278
H -11.02 3.74 -8.62 0.316
H -11.77 3.33 -7.08 0.327
H -11.17 1.29 -9.29 0.273
H -12.75 1.97 -8.90 0.391
H -11.91 0.93 -7.73 0.265
C 9.02 4.89 -3.50 -1.033
C 8.30 5.63 -2.38 -0.372
O 7.97 4.81 -1.27 -0.335
C 9.05 4.19 -0.60 0.029
C 10.06 5.16 -0.02 -1.139
H 8.41 4.05 -3.85 0.288
H 9.19 5.57 -4.33 0.387
H 9.98 4.50 -3.18 0.272
H 7.35 6.01 -2.74 0.324
H 8.89 6.50 -2.05 0.300
H 9.54 3.47 -1.26 0.279
H 8.60 3.62 0.21 0.007
H 10.56 5.76 -0.80 0.285
H 10.84 4.62 0.52 0.389
H 9.58 5.86 0.67 0.298

=====

Entry 3:
116
Properties=species:S:1:pos:R:3:mulliken_charge:R:1 method="wB97M-V/def2-TZVPD" orbital_gap_ev="6.31 / 5.87" multiplicity=2 de_lowest_kj_mol=35.9 s_squared=0.7907 charge=-1
Ti -0.06 0.98 -0.66 -1.340
Cl 0.89 -1.29 3.63 -0.281
C -0.62 -0.59 3.16 1.037
C -1.71 -0.65 4.03 -0.454
C -2.90 -0.06 3.71 0.879
Cl -4.22 -0.12 4.84 -0.315
C -3.06 0.63 2.49 0.435
C -4.21 1.32 2.07 -1.232
C -4.20 1.95 0.86 -1.498
C -3.06 1.91 0.05 -0.464
N -1.96 1.29 0.42 0.738
C -1.95 0.65 1.62 0.077
C -0.71 0.04 1.93 -1.015
O 0.26 0.14 1.07 0.268
H -1.59 -1.15 4.98 0.495
H -5.08 1.34 2.71 0.481
H -5.07 2.50 0.51 0.513
H -3.02 2.41 -0.91 0.457
C 1.09 -2.95 0.04 -1.827
P 1.72 -1.59 -1.03 1.880
C 3.52 -1.61 -0.71 0.217
C 4.21 -0.42 -0.89 -0.285
C 5.59 -0.36 -0.71 -0.701
C 6.28 -1.49 -0.32 -0.615
C 5.60 -2.69 -0.11 -0.711
C 4.23 -2.75 -0.31 -0.525
C 1.65 -2.38 -2.68 0.122
C 2.67 -2.23 -3.62 -0.791
C 2.57 -2.83 -4.87 -0.791
C 1.46 -3.59 -5.19 -0.979
C 0.42 -3.72 -4.28 -0.119
C 0.51 -3.11 -3.03 0.026
H 1.44 -3.94 -0.25 0.528
H 0.00 -2.93 0.00 0.374
H 1.39 -2.73 1.07 0.434
H 3.67 0.47 -1.19 0.119
H 6.11 0.58 -0.86 0.462
H 7.36 -1.45 -0.17 0.374
H 6.14 -3.58 0.20 0.397
H 3.71 -3.69 -0.16 0.320
H 3.55 -1.65 -3.37 0.395
H 3.37 -2.70 -5.59 0.377
H 1.38 -4.06 -6.17 0.401
H -0.47 -4.29 -4.53 0.477
H -0.32 -3.19 -2.35 0.012
O -1.03 -0.25 -1.76 -0.257
S -2.46 -0.95 -1.94 0.007
C -3.13 -4.39 -1.69 -1.545
C -2.51 -5.29 -2.56 1.429
C -3.01 -5.49 -3.88 -0.546
C -2.40 -6.38 -4.74 -0.532
C -1.27 -7.10 -4.33 -0.485
C -0.76 -6.90 -3.05 -0.399
C -1.36 -6.02 -2.18 -0.413
C -3.19 -0.03 -3.30 -1.308
C -2.50 -0.18 -4.63 0.567
C -2.17 0.96 -5.37 -0.179
C -1.56 0.84 -6.61 -0.763
C -1.28 -0.42 -7.13 -0.499
C -1.59 -1.55 -6.39 -0.506
C -2.18 -1.43 -5.15 0.089
H -4.00 -3.83 -1.99 0.333
H -2.72 -4.20 -0.70 0.408
H -3.88 -4.93 -4.20 0.316
H -2.80 -6.52 -5.74 0.389
H -0.80 -7.79 -5.02 0.373
H 0.13 -7.44 -2.74 0.384
H -0.95 -5.86 -1.19 0.287
H -3.27 1.03 -3.03 0.229
H -4.21 -0.42 -3.35 0.633
H -2.36 1.94 -4.95 0.279
H -1.29 1.73 -7.16 0.380
H -0.79 -0.51 -8.09 0.359
H -1.34 -2.53 -6.78 0.363
H -2.39 -2.32 -4.55 0.322
C -2.06 5.66 -0.66 -1.124
Ge -0.13 5.56 -0.22 1.605
C 0.13 6.84 1.28 -1.312
C 0.84 6.30 -1.77 -1.280
Ge 0.54 3.33 0.55 1.060
C 2.47 3.33 0.96 0.428
C 3.25 4.49 0.89 -0.215
C 4.60 4.47 1.21 -0.756
C 5.20 3.29 1.61 -0.754
C 4.45 2.13 1.69 -0.997
C 3.10 2.15 1.35 -0.382
C -0.30 3.29 2.36 -0.467
C -1.60 3.77 2.53 0.440
C -2.27 3.66 3.75 -0.829
C -1.64 3.05 4.83 -0.560
C -0.34 2.57 4.68 -0.545
C 0.32 2.69 3.46 0.007
H -2.22 6.50 -1.35 0.495
H -2.66 5.85 0.23 0.376
H -2.40 4.76 -1.16 0.154
H -0.46 7.75 1.09 0.489
H 1.18 7.13 1.38 0.370
H -0.20 6.41 2.23 0.313
H 0.60 7.36 -1.86 0.474
H 0.54 5.77 -2.67 0.317
H 1.92 6.18 -1.66 0.342
H 2.80 5.43 0.58 0.000
H 5.18 5.39 1.14 0.403
H 6.26 3.28 1.86 0.367
H 4.91 1.20 1.99 0.508
H 2.53 1.22 1.40 0.730
H -2.12 4.24 1.70 -0.030
H -3.28 4.04 3.85 0.429
H -2.15 2.95 5.78 0.390
H 0.16 2.09 5.51 0.415
H 1.33 2.30 3.37 0.327
O 1.40 1.83 -4.20 -0.727
S 1.18 2.43 -2.91 1.518
O 1.45 1.36 -1.81 0.029
O 1.94 3.61 -2.59 -0.601
S -0.80 2.70 -2.53 -0.475

=====

Quick rundown of largest force on an atom, same order as above: 3.9 0.9 1.9 eV/Å